Entry 1:
Molecular formula: C22H29N8OSV
Method: DFT, the ωB97M-V functional and the def2-TZVPD basis

Atoms and positions in Å:
V1 -0.305 -0.335 -0.251
O1 -2.811 1.469 -2.815
C1 -1.862 0.967 -2.273
N1 -1.840 0.512 -0.954
C2 -2.582 1.360 -0.016
C3 -1.531 2.124 0.763
C4 -1.795 3.313 1.420
C5 -0.739 4.002 1.996
C6 0.547 3.488 1.887
C7 0.726 2.282 1.245
N2 -0.291 1.596 0.712
C8 -0.521 0.855 -2.931
C9 -0.338 1.166 -4.263
C10 0.952 1.141 -4.770
C11 2.003 0.816 -3.924
C12 1.730 0.501 -2.605
N3 0.488 0.515 -2.113
H1 -3.214 2.061 -0.563
H2 -3.251 0.793 0.632
H3 -2.802 3.706 1.444
H4 -0.912 4.945 2.499
H5 1.398 4.019 2.290
H6 1.709 1.838 1.154
H7 -1.196 1.435 -4.863
H8 1.140 1.383 -5.807
H9 3.022 0.806 -4.281
H10 2.525 0.235 -1.919
C13 -1.082 -0.895 3.599
C14 -2.113 -1.101 2.501
N4 -1.544 -1.552 1.197
C15 -0.922 -2.899 1.316
C16 0.585 -2.907 1.641
S1 1.530 -1.372 1.317
C17 1.991 -0.837 3.010
C18 1.129 0.210 3.731
N5 -0.248 0.250 3.286
H11 -1.626 -0.779 4.542
H12 -0.459 -1.780 3.726
H13 -2.849 -1.838 2.831
H14 -2.628 -0.155 2.347
H15 -2.347 -1.696 0.585
H16 -1.441 -3.480 2.082
H17 -1.079 -3.409 0.371
H18 0.767 -3.139 2.687
H19 1.067 -3.689 1.056
H20 2.039 -1.776 3.558
H21 3.016 -0.482 2.920
H22 1.235 0.015 4.806
H23 1.549 1.199 3.554
H24 -0.680 1.102 3.623
N6 2.987 -4.213 -2.709
C19 1.761 -3.700 -2.516
C20 1.513 -2.690 -1.558
N7 0.296 -2.200 -1.387
C21 -0.700 -2.670 -2.164
C22 -0.443 -3.662 -3.095
N8 0.765 -4.172 -3.269
H25 3.772 -3.956 -2.139
H26 3.097 -4.956 -3.378
H27 2.319 -2.304 -0.948
H28 -1.689 -2.250 -2.038
H29 -1.235 -4.055 -3.721

Output
E_HOMO (spin up / spin down) = -14.4 / -14.4 eV
charge = +2
energy relative to the best compared isomer or geometry (same formula, charge and spin) = 132.5 kJ/mol
2S+1 = 3

Atom charges from the Löwdin analysis, given in e for atoms 1 to 5:
1. V 0.872
2. O 0.151
3. C -0.430
4. N -0.102
5. C -0.110

=====

Entry 2:
Molecular formula: C4H8ClNOS
Method: DFT, the ωB97M-V functional and the def2-TZVPD basis

Atoms and positions in Å:
C1 0.309 0.284 -0.659
C2 -0.722 0.426 0.495
C3 -0.812 -1.110 0.532
C4 0.521 -1.191 -0.210
H1 1.940 1.196 -1.500
H2 1.279 2.080 -0.320
H3 -0.214 0.350 -1.613
H4 -0.166 0.748 1.397
H5 -2.830 1.557 1.143
H6 -0.884 -1.523 1.561
H7 0.622 -1.951 -1.018
H8 2.148 -0.546 0.453
N1 1.480 1.132 -0.624
O1 1.539 -1.231 0.737
S1 -2.072 1.527 0.083
Cl1 -2.135 -1.749 -0.458

Output
E_HOMO = -9.3 eV
energy relative to the best compared isomer or geometry (same formula, charge and spin) = 112.6 kJ/mol
structure (SMILES) = N[C@H]1[C@@H](O)[C@H](Cl)[C@@H]1S
2S+1 = 1

Atom charges from the Löwdin analysis, given in e for atoms 1 to 5:
1. C -0.371
2. C -0.651
3. C -0.638
4. C -0.378
5. H 0.074

=====

Entry 3:
Molecular formula: C18H20ClFN4O2
Method: DFT, the ωB97M-V functional and the def2-TZVPD basis

Atoms and positions in Å:
C1 7.286 2.173 3.554
O1 6.527 1.131 2.943
C2 5.652 1.515 1.998
C3 4.898 0.455 1.379
C4 4.006 0.766 0.431
C5 3.802 2.159 0.053
N1 2.971 2.614 -0.811
C6 2.134 1.753 -1.512
O2 2.490 1.110 -2.475
C7 0.697 1.755 -1.031
C8 -0.196 0.849 -1.843
C9 0.033 -0.670 -1.756
N2 -1.427 -0.861 -1.705
C10 -1.926 -1.871 -0.801
C11 -3.437 -1.910 -0.792
C12 -4.139 -1.557 -1.942
C13 -5.520 -1.586 -1.979
C14 -6.202 -1.974 -0.845
F1 -7.553 -1.995 -0.891
C15 -5.575 -2.346 0.332
C16 -6.359 -2.768 1.540
C17 -4.179 -2.301 0.316
Cl1 -3.355 -2.794 1.774
C18 -1.608 0.547 -1.306
N3 4.609 3.037 0.723
N4 5.519 2.751 1.686
H1 7.930 1.681 4.277
H2 7.881 2.702 2.810
H3 6.628 2.886 4.051
H4 5.083 -0.563 1.693
H5 3.430 0.011 -0.085
H6 0.700 1.459 0.024
H7 0.345 2.791 -1.044
H8 -0.223 1.172 -2.883
H9 0.544 -1.165 -2.580
H10 0.521 -0.943 -0.806
H11 -1.538 -2.841 -1.131
H12 -1.552 -1.712 0.221
H13 -3.570 -1.245 -2.808
H14 -6.074 -1.313 -2.866
H15 -6.145 -2.113 2.385
H16 -7.425 -2.739 1.336
H17 -6.086 -3.780 1.841
H18 -1.659 0.665 -0.213
H19 -2.462 1.054 -1.759
H20 4.525 4.015 0.499

Output
E_HOMO = -8.5 eV
energy relative to the best compared isomer or geometry (same formula, charge and spin) = 17.8 kJ/mol
structure (SMILES) = COc1cc/c(=N\C(=O)CC2CN(Cc3ccc(F)c(C)c3Cl)C2)[nH]n1
2S+1 = 1

Atom charges from the Löwdin analysis, given in e for atoms 1 to 5:
1. C -0.067
2. O -0.064
3. C -0.373
4. C 0.047
5. C 0.045

=====

Entry 4:
Molecular formula: C8H14N2O2
Method: DFT, the ωB97M-V functional and the def2-TZVPD basis

Atoms and positions in Å:
C1 -1.589 -0.125 0.587
C2 -2.190 0.794 -0.079
C3 0.703 -0.850 -0.122
C4 1.228 0.586 -0.294
C5 1.164 -1.509 1.144
C6 0.615 1.386 -1.526
C7 -1.392 -1.917 -1.070
C8 1.315 2.452 1.145
N1 -0.752 -0.881 -0.280
N2 1.180 1.249 0.958
O1 -2.769 1.655 -0.638
O2 -1.919 -0.652 1.850
H1 1.190 -1.472 -1.004
H2 2.400 0.583 -0.511
H3 0.588 -1.135 1.979
H4 2.255 -1.304 1.374
H5 0.926 -2.599 1.084
H6 -0.515 1.528 -1.523
H7 0.726 0.682 -2.373
H8 0.989 2.382 -1.709
H9 -0.628 -2.239 -1.843
H10 -1.536 -2.902 -0.620
H11 -2.373 -1.601 -1.609
H12 -1.931 -0.001 2.657
H13 1.113 2.774 2.120
H14 1.201 3.118 0.302

Output
E_HOMO = -8.3 eV
energy relative to the best compared isomer or geometry (same formula, charge and spin) = 361.5 kJ/mol
structure (SMILES) = C=N[C@H](C)[C@@H](C)N(C)C(O)=C=O
2S+1 = 1

Atom charges from the Löwdin analysis, given in e for atoms 1 to 5:
1. C -0.359
2. C -0.131
3. C -0.353
4. C -0.350
5. C -0.071

=====

Entry 5:
Molecular formula: C47H50ClN12NaO7
Method: DFT, the ωB97M-V functional and the def2-TZVPD basis

Atoms and positions in Å:
Na1 0.541 -1.571 -0.044
C1 0.043 -3.943 7.300
C2 0.607 -3.617 5.956
C3 1.824 -4.087 5.448
C4 2.224 -3.648 4.204
C5 1.418 -2.796 3.365
N1 1.718 -2.407 2.137
C6 3.006 -2.681 1.723
C7 4.100 -2.092 2.314
C8 5.253 -1.967 1.612
C9 5.482 -2.597 0.371
C10 6.836 -2.462 -0.327
C11 4.480 -3.440 -0.063
C12 3.217 -3.438 0.460
N2 2.253 -4.303 -0.106
C13 2.406 -5.481 -0.766
C14 1.148 -6.040 -0.942
C15 0.206 -5.093 -0.470
N3 0.906 -4.051 0.094
C16 0.093 -2.360 3.975
C17 -0.191 -2.675 5.319
N4 -0.905 -1.690 3.267
C18 -2.234 -1.548 3.696
C19 -3.000 -1.255 2.610
C20 -2.134 -1.462 1.484
N5 -0.851 -1.665 1.907
H1 0.655 -3.451 8.157
H2 -0.025 -5.108 7.405
H3 -0.978 -3.620 7.394
H4 2.420 -4.684 6.100
H5 3.204 -3.954 3.847
H6 3.871 -1.532 3.230
H7 6.108 -1.386 1.976
H8 7.562 -3.074 0.322
H9 7.188 -1.455 -0.404
H10 6.720 -2.775 -1.418
H11 4.654 -4.163 -0.907
H12 3.382 -5.849 -1.024
H13 0.920 -6.969 -1.519
H14 -0.875 -5.204 -0.221
H15 -0.944 -2.166 5.891
H16 -2.488 -1.478 4.733
H17 -4.047 -0.930 2.601
H18 -2.297 -1.519 0.414
C21 -4.128 -5.985 0.184
C22 -3.953 -5.000 -0.853
N6 -3.006 -4.076 -0.758
C23 -2.989 -3.357 -1.959
C24 -4.010 -3.913 -2.735
N7 -4.536 -4.977 -2.069
C25 -4.479 -3.667 -4.132
O1 -3.939 -2.676 -4.761
O2 -5.333 -4.476 -4.508
C26 -1.971 -2.237 -2.267
O3 -2.094 -1.730 -3.428
O4 -1.224 -1.845 -1.381
H19 -4.965 -6.692 -0.060
H20 -4.259 -5.520 1.169
H21 -3.142 -6.596 0.161
H22 -5.420 -5.471 -2.307
H23 -3.107 -2.342 -4.217
C27 -4.682 3.984 0.729
C28 -3.857 5.249 0.485
C29 -4.126 6.070 1.788
C30 -4.589 5.990 -0.615
C31 -2.356 4.937 0.201
O5 -2.425 4.323 -1.105
C32 -1.599 6.377 0.066
C33 -0.034 6.265 -0.069
C34 0.445 5.877 -1.387
C35 -0.312 6.177 -2.604
C36 0.181 5.831 -3.841
C37 1.423 5.159 -3.934
Cl1 1.877 4.558 -5.465
C38 2.194 4.830 -2.821
C39 1.700 5.119 -1.603
C40 -1.625 4.019 1.222
N8 -0.533 3.166 0.675
C41 -0.579 2.018 -0.073
N9 0.558 1.377 0.007
C42 1.307 2.145 0.867
N10 0.731 3.282 1.266
H24 -5.775 4.315 0.705
H25 -4.454 3.565 1.707
H26 -4.546 3.263 -0.062
H27 -5.177 6.252 1.899
H28 -3.733 7.113 1.737
H29 -3.634 5.706 2.680
H30 -5.608 6.136 -0.266
H31 -4.638 5.386 -1.556
H32 -4.102 7.000 -0.861
H33 -1.640 4.540 -1.689
H34 -1.880 6.966 0.956
H35 -2.029 6.941 -0.875
H36 0.456 5.590 0.711
H37 0.278 7.308 0.211
H38 -1.082 6.948 -2.599
H39 -0.259 6.106 -4.784
H40 3.176 4.444 -2.917
H41 2.281 4.794 -0.699
H42 -2.395 3.429 1.741
H43 -1.176 4.689 1.967
H44 -1.383 1.690 -0.668
H45 2.279 1.783 1.275
C43 1.791 0.612 -3.565
N11 2.993 -0.117 -3.575
C44 4.006 0.185 -4.477
C45 5.247 -0.220 -4.222
C46 5.530 -1.140 -3.173
O6 6.751 -1.518 -3.075
N12 4.486 -1.579 -2.440
C47 3.258 -1.006 -2.488
O7 2.328 -1.205 -1.669
H46 1.657 1.297 -2.722
H47 0.867 -0.026 -3.641
H48 1.791 1.254 -4.462
H49 3.652 0.722 -5.374
H50 6.066 0.266 -4.700

Output
E_HOMO = -1.0 eV
charge = -2
energy relative to the best compared isomer or geometry (same formula, charge and spin) = 408.2 kJ/mol
2S+1 = 1

Atom charges from the Löwdin analysis, given in e for atoms 1 to 5:
1. Na 0.243
2. C -0.122
3. C -0.359
4. C -0.083
5. C -0.044

=====

Entry 6:
Molecular formula: C4H8ClN2
Method: DFT, the ωB97M-V functional and the def2-TZVPD basis

Atoms and positions in Å:
C1 0.167 0.328 1.002
C2 -0.680 -0.625 -1.015
C3 1.611 0.203 0.873
C4 -1.271 -0.432 -2.329
N1 -0.632 0.303 -0.016
N2 -0.199 0.765 2.181
Cl1 0.052 -2.099 -0.544
H1 2.050 -0.095 -0.106
H2 2.015 -0.177 1.818
H3 1.951 1.241 0.798
H4 -0.693 0.091 -3.026
H5 -1.671 -1.236 -2.941
H6 -2.124 0.168 -2.162
H7 0.556 0.700 2.899
H8 -1.131 0.866 2.569

Output
E_HOMO = -15.2 eV
charge = +1
energy relative to the best compared isomer or geometry (same formula, charge and spin) = 144.0 kJ/mol
structure (SMILES) = CC(=[NH2+])/N=C(/C)Cl
2S+1 = 1

Atom charges from the Löwdin analysis, given in e for atoms 1 to 5:
1. C -0.478
2. C -0.596
3. C -0.026
4. C -0.045
5. N 0.129

=====

Entry 7:
Molecular formula: C20H16MoN5O3S2
Method: DFT, the ωB97M-V functional and the def2-TZVPD basis

Atoms and positions in Å:
Mo1 0.386 0.139 0.135
N1 3.231 2.370 2.007
C1 2.349 2.473 3.095
C2 2.477 3.111 4.319
C3 1.389 3.012 5.167
C4 0.230 2.309 4.805
C5 0.110 1.673 3.582
C6 1.202 1.767 2.732
N2 1.422 1.256 1.433
C7 2.666 1.662 1.055
C8 3.122 1.257 -0.263
C9 4.241 1.493 -0.985
S1 4.131 0.734 -2.517
C10 2.605 0.137 -2.138
N3 2.182 0.470 -0.928
H1 4.160 2.773 1.973
H2 3.369 3.655 4.599
H3 1.430 3.491 6.135
H4 -0.595 2.266 5.504
H5 -0.797 1.143 3.318
H6 5.119 2.061 -0.713
H7 2.030 -0.466 -2.828
C11 -1.331 -4.843 0.754
C12 0.152 -4.416 0.839
C13 0.309 -2.997 0.646
N4 0.407 -1.855 0.494
H8 -1.369 -5.918 0.915
H9 -1.748 -4.627 -0.227
H10 -1.925 -4.358 1.525
H11 0.767 -4.910 0.080
H12 0.586 -4.645 1.819
O1 -5.175 2.873 -0.824
S2 -4.279 2.429 -1.823
O2 -4.656 1.973 -3.107
N5 -3.347 1.118 -1.095
C14 -2.190 1.542 -0.997
O3 -1.200 0.646 -0.419
C15 -1.752 2.868 -1.417
C16 -0.520 3.491 -1.373
C17 -0.430 4.789 -1.861
C18 -1.551 5.434 -2.376
C19 -2.795 4.805 -2.417
C20 -2.866 3.520 -1.930
H13 0.357 2.989 -0.963
H14 0.517 5.312 -1.844
H15 -1.457 6.445 -2.750
H16 -3.664 5.312 -2.816

Output
E_HOMO (spin up / spin down) = -17.5 / -17.5 eV
charge = +3
energy relative to the best compared isomer or geometry (same formula, charge and spin) = 0.0 kJ/mol
2S+1 = 3

Atom charges from the Löwdin analysis, given in e for atoms 1 to 5:
1. Mo 1.816
2. N 0.254
3. C -0.141
4. C 0.042
5. C -0.005

=====

Entry 8:
Molecular formula: C3H11N2
Method: DFT, the ωB97M-V functional and the def2-TZVPD basis

Atoms and positions in Å:
C1 -1.757 -0.803 0.348
N1 -0.275 -0.790 0.256
C2 0.287 -1.733 -0.759
H1 -2.194 -0.765 -0.646
H2 -2.027 -1.721 0.857
H3 -2.105 0.084 0.870
H4 0.130 -1.038 1.158
H5 -0.224 -2.691 -0.673
H6 1.338 -1.902 -0.542
H7 0.154 -1.317 -1.751
C3 1.667 2.495 0.335
N2 0.590 1.932 -0.017
H8 1.895 3.540 0.128
H9 2.456 1.929 0.828
H10 0.112 0.174 0.055
H11 -0.047 2.605 -0.445

Output
E_HOMO = -14.9 eV
charge = +1
energy relative to the best compared isomer or geometry (same formula, charge and spin) = 82.5 kJ/mol
2S+1 = 1

Atom charges from the Löwdin analysis, given in e for atoms 1 to 5:
1. C -0.006
2. N -0.077
3. C -0.003
4. H 0.106
5. H 0.105

=====

Calculated values (Ha) of E for the records, taken in order: -2710.80558, -1145.55960, -1627.42466, -573.07052, -3627.30964, -726.63856, -2134.77422, -230.15096.